Record 1
This record from the Open Molecules 2025 dataset describes C5H11N4O as an isolated structure. The level of theory is ωB97M-V/def2-TZVPD.

Calculated values
HOMO level (spin up / spin down) in eV: -8.72 / -13.37
⟨S²⟩: 2.0195
Spin multiplicity: 3
Lowest unoccupied orbital energy (spin up / spin down) in Eh: -0.12883 / -0.31266
Charge: +1

CARTESIAN COORDINATES (ANGSTROEM)
C -1.10 0.58 1.29
C 1.30 0.73 0.61
C 0.30 0.95 1.67
C -0.96 -0.05 -0.97
C -0.92 -2.45 -0.64
N -1.57 0.18 0.16
N 0.85 0.13 -0.49
N 2.61 1.14 0.70
N -1.12 0.86 -2.00
O -0.99 -1.32 -1.41
H -1.81 0.47 2.07
H 0.43 1.98 2.26
H 0.45 0.47 2.62
H -1.75 -2.42 0.11
H -0.05 -2.37 -0.03
H -0.99 -3.43 -1.14
H 1.61 -0.12 -1.19
H 3.20 1.41 1.48
H 3.21 1.03 -0.23
H -1.56 1.78 -2.00
H -1.13 0.43 -2.86

Here are the natural (NBO) charges for atoms 1 to 6, given in e: -0.01 0.43 -0.59 0.78 -0.26 -0.52

***

Record 2
This record from the Open Molecules 2025 dataset describes an isolated ion of composition C5H11N4S and charge +1. The level of theory is ωB97M-V/def2-TZVPD.

Calculated values
HOMO level in eV: -14.55
Spin multiplicity: 1
Lowest unoccupied orbital energy in Eh: -0.17344
Charge: +1

CARTESIAN COORDINATES (ANGSTROEM)
C 3.33 -0.21 -0.04
C 1.85 -0.63 0.43
C 0.85 0.49 -0.18
C -0.52 -0.19 -0.63
N -1.74 0.38 0.03
C -1.96 1.63 0.67
N -3.31 1.72 1.09
N -3.86 0.56 0.71
N -2.96 -0.21 0.08
S -3.47 -1.76 -0.54
H 4.04 -1.00 0.37
H 3.39 -0.12 -1.16
H 3.55 0.78 0.45
H 1.72 -0.57 1.55
H 1.55 -1.66 0.08
H 0.74 1.39 0.50
H 1.37 0.88 -1.12
H -0.65 0.01 -1.75
H -0.49 -1.33 -0.55
H -1.11 2.38 0.76
H -2.34 -2.53 -0.75

Here are the natural (NBO) charges for atoms 1 to 6, given in e: -0.62 -0.39 -0.43 -0.25 -0.13 0.19

***

Record 3
This record from the Open Molecules 2025 dataset describes an isolated ion of composition C5H11N5O2 and charge +2. The level of theory is ωB97M-V/def2-TZVPD.

Calculated values
HOMO level (spin up / spin down) in eV: -14.66 / -16.50
⟨S²⟩: 2.0293
Spin multiplicity: 3
Lowest unoccupied orbital energy (spin up / spin down) in Eh: -0.29124 / -0.44259
Charge: +2

CARTESIAN COORDINATES (ANGSTROEM)
C -1.45 1.72 0.76
C 0.87 1.89 -0.03
C -2.00 0.71 0.15
C 0.62 -0.47 0.48
C 2.54 0.27 -0.69
N 1.27 0.65 -0.07
N -0.34 2.36 0.35
N 0.89 -1.66 0.08
N -2.67 -0.31 -0.10
N 0.44 -2.82 0.53
O -2.45 -1.47 0.41
O -3.60 -0.30 -1.13
H -2.11 2.28 1.59
H 1.53 2.67 -0.27
H 0.04 -0.24 1.38
H 2.27 -0.14 -1.72
H 3.12 1.20 -0.90
H 3.27 -0.38 -0.15
H -0.41 3.32 0.28
H 1.58 -1.83 -0.68
H -3.47 -1.22 -1.44
H -0.33 -2.57 1.16
H 0.39 -3.66 0.03

Here are the natural (NBO) charges for atoms 1 to 6, given in e: -0.05 0.30 0.29 0.10 -0.47 -0.30

***

Record 4
This record from the Open Molecules 2025 dataset describes a 2-piece molecular cluster, C5H11NO overall. The level of theory is ωB97M-V/def2-TZVPD.

Calculated values
HOMO level (spin up / spin down) in eV: 0.03 / -2.53
⟨S²⟩: 0.7630
Spin multiplicity: 2
Lowest unoccupied orbital energy (spin up / spin down) in Eh: 0.15079 / 0.14912
Charge: -1

CARTESIAN COORDINATES (ANGSTROEM)
C -0.25 2.05 -0.76
N -1.19 0.02 1.14
C 0.10 -0.10 0.60
C 0.56 0.86 -0.31
C 0.56 -2.17 1.97
C 0.82 -1.26 0.92
H -1.32 1.78 -0.79
H -0.13 2.94 -0.14
H -0.07 2.31 -1.81
H -1.45 0.95 1.45
H -1.41 -0.68 1.83
H 1.59 0.82 -0.59
H -0.24 -1.98 2.67
H 1.02 -3.15 1.97
H 1.72 -1.44 0.34
H 0.22 -0.62 -3.48
H -0.04 -0.04 -2.09
O -0.50 -0.31 -2.92

Here are the natural (NBO) charges for atoms 1 to 6, given in e: -0.64 -0.84 0.12 -0.51 -0.68 -0.33

***

no.,largest force on an atom (eV/A),total energy (Eh)
1,4.140,-490.88935
2,4.810,-813.92342
3,7.760,-620.37289
4,0.864,-327.04648